1.
This record from the Open Molecules 2025 dataset describes a structure of composition C10H18Br2N2NbO at a distorted geometry. The level of theory is the ωB97M-V functional and the def2-TZVPD basis.

Its LUMO energy is 2.388 eV. The calculation puts the total energy at -5781.56421 a.u. Its total charge is -1. The HOMO-LUMO gap is 7.672 eV. Its relative energy (zero: lowest compared OMol25 entry of this formula, charge and spin) is 0.00 kJ/mol.

The geometry in XYZ format:
```
34
Properties=species:S:1:pos:R:3:forces:R:3
Nb -0.277 -0.385 -0.839 1.476 0.186 1.442
Br -3.957 -1.465 -1.064 0.009 -0.251 0.128
Br 1.772 -1.646 -1.858 -0.498 0.006 0.086
O 0.167 0.753 -4.429 -0.076 0.198 0.165
N 0.258 1.311 -2.112 -0.504 -0.603 0.280
N 0.700 0.511 0.768 0.009 -0.157 -1.719
C -2.145 0.728 -0.257 -0.325 -1.002 -0.385
C 0.307 -2.946 0.882 0.100 0.050 0.163
C 2.105 0.247 1.082 -0.075 0.466 0.712
C -4.648 1.022 0.082 0.065 -0.216 -0.049
C 0.179 1.011 -3.278 0.227 0.025 -0.437
C 3.053 1.139 0.295 0.244 0.481 0.238
C -0.836 -2.197 0.435 0.089 -0.283 -0.618
C 4.486 1.121 0.847 -0.505 -0.220 -0.432
C 1.259 -3.556 1.293 0.262 0.282 0.421
C -3.457 0.021 0.105 -0.268 1.496 0.156
H 2.680 2.160 0.415 -0.146 0.108 -0.074
H -3.398 -0.333 1.126 0.160 -0.707 -0.053
H 3.032 0.937 -0.771 -0.088 -0.193 -0.132
H -1.874 1.311 0.624 0.124 0.060 0.159
H 5.068 0.351 0.347 0.171 -0.166 0.155
H -1.369 -1.889 1.333 -0.287 0.283 -0.063
H -5.356 0.761 -0.694 -0.158 0.016 -0.102
H 2.275 0.506 2.136 0.001 -0.109 0.153
H 4.974 2.075 0.678 0.156 0.118 0.004
H 4.445 0.926 1.915 0.247 -0.027 0.189
H -4.303 2.030 -0.122 0.147 0.142 0.048
H -1.222 -0.983 -2.275 -0.186 0.379 -0.056
H -1.464 -2.879 -0.138 -0.248 0.128 -0.100
H 2.159 -3.838 1.779 0.056 -0.334 -0.183
H 2.347 -0.808 1.004 -0.109 -0.192 -0.298
H -5.182 1.034 1.030 -0.051 -0.062 0.108
H -2.367 1.448 -1.041 0.146 0.019 -0.304
H 0.587 1.520 0.703 -0.164 0.081 0.398
```
Positions in Å, forces in eV/Å.

2.
This record from the Open Molecules 2025 dataset describes a structure of composition C6H14InN2O6P at a distorted geometry. The level of theory is the ωB97M-V functional and the def2-TZVPD basis.

Its LUMO energy is 0.095 eV. The calculation puts the total energy at -1329.34771 a.u. The HOMO-LUMO gap is 6.044 eV.

The geometry in XYZ format:
```
30
Properties=species:S:1:pos:R:3:forces:R:3
In 1.446 1.179 1.195 0.019 0.112 -0.574
P -0.268 3.828 -0.088 -4.414 0.679 -5.227
O 2.027 0.132 -0.987 -0.706 -0.424 0.014
O 0.360 -1.130 1.788 0.110 0.336 -0.651
O 0.153 4.575 1.016 2.438 1.936 4.773
O -0.181 2.380 -0.382 0.667 -0.318 0.403
O -1.256 4.775 -1.014 3.172 -1.002 3.712
O -1.616 4.054 -2.083 -1.654 -1.580 -3.424
N -1.414 -0.699 3.185 1.779 -0.553 0.623
N 1.542 -0.918 -2.942 0.146 -0.004 -0.237
C 1.612 0.353 -3.606 1.613 0.477 0.156
C -1.932 -0.967 4.503 0.719 -0.985 1.349
C 1.741 -0.887 -1.645 1.385 -1.148 1.494
C 1.637 -2.166 -3.727 -0.800 0.961 0.154
C -2.292 -0.366 2.088 -0.457 -1.088 0.050
C -0.134 -1.101 2.901 -1.006 -0.186 1.340
H -2.219 -1.283 1.457 -0.038 1.360 -0.655
H -3.330 -0.380 2.439 0.277 0.331 0.117
H 2.342 -2.812 -3.265 0.589 -0.673 0.370
H 1.587 1.176 -2.898 -0.652 -0.159 0.047
H -2.797 -1.633 4.513 -0.167 0.186 -0.454
H 2.597 0.465 -4.062 0.073 -0.159 -0.350
H 0.667 -2.644 -3.776 -0.193 -0.181 -0.055
H -1.168 -1.576 5.073 -0.633 0.945 -0.471
H 0.874 0.395 -4.343 -1.229 0.404 -1.123
H 0.460 -1.433 3.799 -0.608 0.290 -0.548
H -2.039 0.628 1.694 -0.143 -0.670 -0.529
H 1.816 -1.910 -1.169 -0.411 0.851 -0.265
H -2.180 -0.073 5.080 0.083 0.011 -0.193
H 1.965 -1.962 -4.745 0.039 0.249 0.154
```
Positions in Å, forces in eV/Å.